{
  "formula": "C2HNO2",
  "method": "ωB97M-V with the def2-TZVPD basis set",
  "elements": ["C", "C", "N", "O", "O", "H"],
  "positions_angstrom": [[0.58244, 0.02242, -0.20895], [-2.02452, 0.55866, 0.95698], [1.72933, -0.20815, -0.26804], [-2.66318, 0.16928, 0.10892], [2.83683, -0.47741, -0.53364], [-0.46090, -0.06481, -0.05527]],
  "nbo_charge": [-0.089, 0.511, 0.227, -0.485, -0.380, 0.216],
  "fmax_ev_per_a": 4.1,
  "e_above_lowest_kj_mol": 361.7
}